C19H12AuF3N2OS2 as an isolated structure. Source: the OMol25 dataset; level of theory: the ωB97M-V functional and the def2-TZVPD basis.

Output
* ΔE to the lowest compared entry with this formula, charge and spin: 0.0 kcal/mol
* orbital gap: 0.2637 hartree
* highest occupied orbital energy: -7.351 eV
* DFT total energy: -58438.226 eV

Structure (XYZ):
```
40
Properties=species:S:1:pos:R:3:forces:R:3:nbo_charge:R:1
Au -0.1166 -0.1807 0.0811 -0.0542 0.5156 0.0182 0.57
S 1.0866 -3.4269 0.2761 -0.0133 -0.1512 -0.0174 0.42
S -2.0248 1.0603 0.0721 -0.2058 0.2022 -0.0466 -0.29
F 3.3929 -4.8174 -0.1218 -0.0183 0.0152 -0.0263 -0.31
F 5.3078 -3.9599 -0.6125 -0.0013 -0.0050 0.0344 -0.32
F 4.6604 -4.0443 1.4473 -0.0267 -0.0159 -0.0204 -0.32
O 0.6793 2.4898 -0.4335 -0.0005 -0.1094 0.0083 -0.64
N -0.3441 3.2459 -0.1916 -0.1866 -0.0196 0.0396 0.05
N 1.8739 -0.8606 0.0528 0.3278 -0.1524 -0.1035 -0.53
C 4.2351 -3.8268 0.1881 0.0265 0.0263 0.0243 0.98
C -1.1410 5.4942 0.0387 0.0228 0.0541 -0.0062 -0.26
C -1.5983 2.7500 0.0513 0.0652 -0.1690 0.0040 0.02
C -0.4238 -2.6706 0.2107 0.0226 -0.3880 0.1198 -0.35
C 3.6452 -2.4424 0.0578 0.0380 -0.0227 -0.0160 -0.21
C -2.4283 5.0235 0.2798 -0.0542 -0.1032 0.0075 -0.20
C -3.0544 -2.7032 0.1020 -0.2402 0.0903 0.0732 -0.08
C -5.2299 -2.6739 1.1352 0.0247 -0.0040 0.0167 -0.21
C -2.6337 3.6649 0.2850 0.0258 0.1471 0.0022 -0.23
C -5.0350 -2.5868 -1.2630 -0.0388 -0.0010 0.0055 -0.21
C -0.1409 4.5906 -0.1875 0.0776 0.0047 -0.0180 0.00
C 4.5620 -1.4119 -0.0614 -0.1061 -0.0210 -0.0211 -0.09
C -1.6371 -2.7315 0.2087 0.1486 -0.0346 -0.1535 0.06
C 4.1237 -0.1027 -0.1341 0.1195 0.0599 -0.0003 -0.27
C -5.8219 -2.6090 -0.1185 0.0067 0.0011 -0.0177 -0.19
C -3.8508 -2.7172 1.2503 -0.0217 0.0049 -0.0249 -0.18
C 2.2755 -2.1322 0.1096 0.1416 0.0910 0.0665 0.11
C 2.7720 0.1348 -0.0718 -0.1837 -0.0152 0.0455 0.09
C -3.6569 -2.6343 -1.1584 0.0545 -0.0002 0.0372 -0.17
H -0.9093 6.5495 0.0240 0.0042 -0.0079 -0.0008 0.23
H -3.6138 3.2507 0.4746 0.0018 -0.0052 0.0024 0.23
H -5.5004 -2.5280 -2.2380 0.0152 0.0001 -0.0016 0.22
H 5.6171 -1.6449 -0.1023 0.0026 0.0010 0.0019 0.24
H -6.9002 -2.5706 -0.2045 0.0068 0.0010 -0.0013 0.22
H -3.0306 -2.6084 -2.0400 -0.0105 0.0031 -0.0030 0.23
H -5.8452 -2.6840 2.0252 0.0100 0.0004 -0.0008 0.22
H 2.3457 1.1307 -0.1115 0.0265 0.0128 -0.0228 0.27
H -3.3788 -2.7551 2.2228 0.0064 0.0011 -0.0074 0.22
H 0.8852 4.8564 -0.3877 -0.0059 -0.0016 0.0018 0.23
H 4.8158 0.7202 -0.2339 -0.0170 -0.0033 0.0030 0.24
H -3.2487 5.7038 0.4630 0.0091 -0.0013 -0.0021 0.22
```
Positions in Å, forces in eV/Å.